{"formula": "C12H14F18KN3O15S6", "method": "wB97M-V/def2-TZVPD", "symbols": ["K", "C", "F", "F", "F", "S", "O", "O", "N", "S", "O", "O", "C", "F", "F", "F", "C", "F", "F", "F", "S", "O", "O", "N", "S", "O", "O", "C", "F", "F", "F", "C", "F", "F", "F", "S", "O", "O", "N", "S", "O", "O", "C", "F", "F", "F", "C", "O", "C", "C", "O", "C", "C", "O", "C", "H", "H", "H", "H", "H", "H", "H", "H", "H", "H", "H", "H", "H", "H"], "coordinates": [[-12.677, 21.382, 2.523], [-14.269, 19.336, 8.628], [-13.995, 18.921, 9.822], [-14.117, 18.306, 7.833], [-15.501, 19.722, 8.655], [-13.085, 20.705, 7.929], [-13.470, 20.950, 6.563], [-13.222, 21.853, 8.847], [-11.549, 19.922, 8.111], [-10.556, 21.069, 8.152], [-10.553, 21.965, 7.003], [-10.525, 21.705, 9.470], [-8.884, 20.143, 7.977], [-8.782, 19.292, 8.979], [-8.796, 19.441, 6.823], [-7.936, 21.063, 7.999], [-9.031, 22.325, -0.709], [-9.031, 21.933, 0.621], [-8.845, 23.626, -0.695], [-8.089, 21.726, -1.483], [-10.779, 22.022, -1.632], [-10.404, 22.410, -2.999], [-10.995, 20.559, -1.412], [-11.845, 23.006, -0.643], [-12.450, 23.918, -1.750], [-11.569, 25.058, -2.078], [-13.040, 23.239, -2.884], [-13.887, 24.753, -0.796], [-14.387, 25.682, -1.435], [-14.829, 23.736, -0.759], [-13.463, 25.146, 0.408], [-11.301, 16.946, 3.023], [-10.573, 15.860, 3.451], [-11.490, 17.700, 4.072], [-10.606, 17.670, 2.179], [-13.078, 16.371, 2.251], [-12.566, 15.659, 1.096], [-13.685, 15.529, 3.243], [-13.959, 17.875, 2.021], [-15.235, 17.268, 1.294], [-15.009, 16.674, 0.039], [-16.074, 16.524, 2.246], [-16.221, 18.944, 0.981], [-16.076, 19.737, 2.085], [-15.823, 19.663, -0.029], [-17.545, 18.622, 0.845], [-5.201, 24.369, 5.638], [-6.317, 25.146, 5.117], [-6.189, 25.035, 3.684], [-7.075, 26.183, 3.126], [-8.450, 26.307, 3.501], [-9.284, 25.166, 3.636], [-10.691, 25.551, 4.101], [-10.559, 26.027, 5.422], [-11.589, 26.905, 5.941], [-5.192, 24.665, 6.687], [-4.254, 24.682, 5.198], [-5.320, 23.295, 5.490], [-6.519, 24.049, 3.356], [-5.152, 25.230, 3.411], [-7.212, 26.039, 2.054], [-6.528, 27.126, 3.152], [-8.940, 24.353, 4.274], [-9.087, 24.677, 2.682], [-11.364, 24.698, 4.188], [-11.013, 26.433, 3.548], [-11.509, 27.236, 6.976], [-12.536, 26.397, 5.759], [-11.631, 27.876, 5.446]], "atomic_forces_ev_per_a": [[-0.02, -0.34, -0.15], [2.07, 0.41, -1.13], [1.10, -0.04, 2.04], [-0.21, -0.99, -1.20], [-1.77, 1.07, -0.65], [0.88, 0.96, 2.16], [-0.04, -0.74, 0.10], [-0.19, -2.04, -1.31], [-4.65, -0.81, -0.96], [2.86, 3.03, 1.12], [0.05, -0.50, 0.39], [0.91, -0.54, -1.25], [-2.41, 0.35, -0.71], [0.73, -0.35, 0.51], [0.11, 0.42, 0.48], [0.57, -0.15, 0.16], [-2.11, -0.21, -0.34], [0.41, -0.22, -1.91], [0.65, 0.40, -0.09], [-0.74, 0.41, 1.63], [2.21, -3.30, 1.06], [-1.02, 0.02, 2.25], [-0.18, 3.32, -0.04], [2.14, -2.83, -1.33], [-0.22, 4.33, -1.97], [-1.29, -1.19, 0.51], [-0.30, 0.24, 0.82], [2.43, -5.56, 0.38], [-1.66, 3.87, -2.06], [0.32, 0.89, 1.24], [-0.72, -0.18, 0.22], [-1.52, -1.01, 0.23], [-0.91, 0.96, -1.04], [-0.46, 0.69, 1.36], [0.57, -0.17, -0.99], [2.35, -0.09, 0.51], [-0.55, 1.13, 0.13], [0.17, 0.67, 0.27], [2.22, -2.49, -0.06], [-3.23, 0.88, 2.79], [0.03, -0.42, -1.99], [0.54, 1.30, -1.63], [-0.15, -1.46, 1.83], [-0.39, -0.40, -0.40], [0.13, 0.13, -0.98], [1.31, 0.55, 0.01], [-1.14, 1.25, 0.80], [2.07, -1.43, -0.98], [-2.06, 1.77, 1.16], [-0.70, -1.45, -1.85], [0.39, 1.19, 2.29], [1.22, -0.87, -0.71], [0.78, 1.32, 0.42], [0.44, 1.13, 2.25], [-0.02, -0.66, -1.51], [0.19, -0.59, 0.13], [0.07, 0.11, -0.19], [-0.20, -0.04, 0.09], [0.06, -0.11, -0.12], [0.03, -0.08, -0.36], [0.79, -0.45, -0.62], [-0.54, 0.22, 0.90], [0.50, 0.52, 1.02], [-1.58, -0.33, -0.77], [-0.20, -0.12, -0.90], [-0.60, -0.46, -0.80], [0.64, -1.11, 0.20], [-0.34, 0.16, 0.36], [0.20, 0.03, -0.80]], "orbital_gap_ev": 8.265, "e_tot_ev": -178099.9006, "e_homo_ha": -0.1884, "total_charge": -2, "lumo_energy_ha": 0.115, "relative_energy_kcal_mol": 159.9}



{"formula": "C18H33N3PdS4Si", "method": "wB97M-V/def2-TZVPD", "symbols": ["Pd", "S", "C", "S", "S", "C", "N", "C", "N", "S", "H", "H", "H", "H", "H", "H", "C", "Si", "C", "C", "H", "H", "H", "H", "H", "H", "H", "H", "H", "C", "C", "C", "C", "C", "C", "C", "C", "N", "C", "C", "C", "C", "H", "H", "H", "H", "H", "H", "H", "H", "H", "H", "H", "H", "H", "H", "H", "H", "H", "H"], "coordinates": [[1.014, 1.044, 0.410], [4.482, 3.356, 2.550], [3.261, 2.473, 1.827], [3.369, 1.733, 0.296], [1.715, 2.202, 2.598], [-2.786, 4.850, 0.823], [-1.756, 4.604, -0.167], [-0.486, 4.237, 0.186], [-0.091, 4.509, 1.432], [0.527, 3.501, -0.923], [-3.716, 5.082, 0.306], [-2.531, 5.722, 1.432], [-2.955, 3.992, 1.482], [-2.047, 4.130, -1.005], [-0.771, 4.747, 2.136], [0.732, 3.994, 1.769], [-2.294, 1.346, -0.749], [-1.224, 0.658, 0.705], [-1.859, 1.469, 2.321], [-1.926, -1.111, 0.751], [-3.246, 1.766, -0.391], [-2.537, 0.508, -1.412], [-1.761, 2.088, -1.346], [-2.952, 1.588, 2.332], [-1.388, 2.441, 2.483], [-1.584, 0.835, 3.172], [-3.024, -1.062, 0.745], [-1.622, -1.681, 1.633], [-1.608, -1.661, -0.141], [-0.608, -4.663, -2.867], [-0.112, -3.265, -2.571], [-0.309, -2.254, -3.500], [0.180, -0.966, -3.204], [-0.005, 0.163, -4.183], [0.810, -0.751, -2.007], [0.953, -1.728, -0.967], [0.516, -3.033, -1.350], [1.402, -1.239, 0.194], [1.886, -2.012, 1.346], [2.236, -3.488, 1.086], [0.881, -1.949, 2.502], [3.183, -1.366, 1.853], [-1.175, -4.691, -3.800], [-1.255, -5.030, -2.065], [0.225, -5.367, -2.957], [-0.824, -2.452, -4.437], [0.313, -0.124, -5.190], [0.562, 1.043, -3.875], [-1.059, 0.454, -4.243], [1.248, 0.212, -1.772], [0.566, -3.867, -0.671], [1.355, -4.127, 1.024], [2.840, -3.849, 1.925], [2.819, -3.599, 0.170], [-0.033, -2.499, 2.261], [0.634, -0.907, 2.708], [1.316, -2.393, 3.406], [3.958, -1.412, 1.083], [3.541, -1.883, 2.752], [3.017, -0.321, 2.091]], "atomic_forces_ev_per_a": [[0.54, -0.44, 0.60], [0.16, 0.11, 0.12], [-0.11, -0.03, -0.03], [0.26, 0.02, -0.15], [-0.25, -0.01, -0.08], [0.00, 0.05, 0.00], [-0.06, -0.01, 0.14], [-0.02, 0.01, 0.01], [-0.05, 0.20, 0.00], [0.07, -0.06, -0.21], [-0.01, -0.02, -0.01], [-0.01, -0.02, -0.02], [0.02, 0.02, -0.02], [-0.03, 0.03, -0.08], [-0.01, -0.04, 0.01], [0.07, -0.06, 0.06], [-0.02, -0.03, 0.08], [-0.22, -0.07, -0.07], [-0.14, -0.06, -0.07], [-0.05, -0.03, 0.12], [0.07, 0.00, -0.01], [0.05, 0.03, 0.03], [-0.03, -0.04, 0.02], [0.05, -0.02, 0.00], [-0.03, -0.05, 0.01], [0.03, 0.04, -0.05], [0.04, 0.05, -0.02], [-0.09, 0.12, -0.15], [0.01, 0.01, 0.08], [-0.01, 0.00, -0.01], [-0.02, -0.02, -0.06], [-0.02, -0.01, -0.01], [0.03, -0.15, 0.07], [0.02, 0.05, -0.01], [-0.11, -0.05, -0.20], [-0.08, 0.04, -0.04], [-0.02, 0.07, 0.02], [0.01, 0.08, 0.04], [0.00, -0.02, 0.03], [-0.04, -0.05, -0.02], [-0.06, -0.20, 0.03], [0.03, 0.03, -0.13], [0.01, 0.01, 0.02], [0.01, 0.01, -0.01], [-0.01, 0.01, 0.00], [0.02, 0.00, 0.04], [0.00, 0.00, 0.02], [-0.03, -0.03, -0.01], [0.02, -0.01, 0.00], [-0.07, 0.27, -0.14], [0.02, -0.03, 0.07], [0.02, 0.00, 0.01], [-0.01, 0.01, -0.04], [-0.02, 0.00, 0.00], [0.16, 0.04, 0.01], [-0.03, 0.04, 0.01], [-0.01, 0.04, -0.01], [-0.02, 0.02, 0.01], [-0.04, 0.02, -0.06], [0.00, 0.11, 0.04]], "orbital_gap_ev": 5.030, "e_tot_ev": -78373.1824, "e_homo_ha": -0.0204, "total_charge": -2, "lumo_energy_ha": 0.164, "relative_energy_kcal_mol": 7.5}



{"formula": "C31H30N5O3PSeV", "method": "wB97M-V/def2-TZVPD", "symbols": ["V", "O", "C", "N", "C", "C", "C", "C", "C", "C", "N", "C", "C", "C", "C", "C", "N", "H", "H", "H", "H", "H", "H", "H", "H", "H", "H", "O", "C", "O", "C", "P", "C", "C", "C", "C", "C", "C", "C", "C", "C", "C", "C", "C", "H", "H", "H", "H", "H", "H", "H", "H", "H", "H", "H", "H", "C", "N", "C", "C", "N", "C", "C", "Se", "H", "H", "H", "H", "H", "H", "H", "H"], "coordinates": [[0.565, 0.794, 0.152], [-3.128, 2.471, 0.130], [-1.970, 2.145, 0.301], [-1.315, 1.082, -0.227], [-1.869, 0.436, -1.398], [-0.772, 0.438, -2.439], [-1.001, 0.164, -3.777], [0.062, 0.190, -4.657], [1.335, 0.479, -4.183], [1.495, 0.730, -2.840], [0.462, 0.720, -1.983], [-1.017, 3.023, 1.078], [-1.451, 4.111, 1.805], [-0.501, 4.939, 2.382], [0.844, 4.656, 2.198], [1.200, 3.537, 1.471], [0.286, 2.726, 0.925], [-2.754, 0.961, -1.763], [-2.163, -0.599, -1.195], [-2.004, -0.059, -4.111], [-0.095, -0.009, -5.709], [2.190, 0.510, -4.843], [2.470, 0.940, -2.418], [-2.514, 4.290, 1.878], [-0.802, 5.804, 2.957], [1.613, 5.289, 2.616], [2.238, 3.268, 1.321], [2.954, -2.212, 0.834], [2.241, -1.321, 1.207], [2.158, -0.111, 0.650], [1.366, -1.482, 2.453], [-0.024, -0.289, 2.372], [0.011, 0.616, 3.944], [1.056, 1.517, 4.150], [1.157, 2.209, 5.346], [0.210, 2.011, 6.342], [-0.828, 1.111, 6.144], [-0.928, 0.410, 4.951], [-1.614, -1.143, 2.291], [-2.757, -0.337, 2.336], [-4.010, -0.888, 2.149], [-4.136, -2.252, 1.908], [-3.009, -3.053, 1.854], [-1.746, -2.503, 2.042], [1.987, -1.209, 3.311], [1.077, -2.521, 2.586], [1.805, 1.658, 3.378], [1.976, 2.899, 5.504], [0.286, 2.554, 7.275], [-1.559, 0.947, 6.924], [-1.733, -0.297, 4.807], [-2.664, 0.729, 2.518], [-4.886, -0.254, 2.184], [-5.115, -2.686, 1.758], [-3.103, -4.113, 1.658], [-0.875, -3.138, 1.972], [-0.887, -5.537, -2.002], [0.423, -5.005, -2.337], [1.415, -5.680, -3.020], [2.467, -4.848, -3.105], [2.111, -3.672, -2.471], [2.958, -2.495, -2.385], [0.849, -3.767, -1.999], [-0.179, -2.538, -1.077], [-0.963, -6.543, -2.406], [-1.665, -4.906, -2.427], [-1.014, -5.562, -0.921], [1.284, -6.687, -3.373], [3.436, -4.986, -3.549], [3.977, -2.792, -2.622], [2.933, -2.093, -1.378], [2.620, -1.748, -3.102]], "atomic_forces_ev_per_a": [[-0.02, -0.25, -0.15], [-0.01, 0.00, 0.05], [0.11, -0.07, -0.14], [-0.25, 0.08, 0.03], [0.06, 0.02, -0.05], [0.03, 0.05, 0.08], [0.00, 0.01, 0.03], [-0.01, -0.01, -0.06], [0.04, -0.01, -0.06], [-0.11, 0.04, 0.11], [0.06, 0.13, -0.19], [-0.02, -0.01, -0.02], [0.03, -0.01, -0.03], [0.03, 0.01, 0.01], [-0.01, 0.07, 0.04], [-0.02, -0.11, -0.06], [0.04, 0.08, 0.23], [0.02, 0.05, 0.04], [-0.01, 0.01, -0.02], [0.00, 0.00, 0.00], [0.00, 0.00, 0.00], [0.00, 0.01, 0.00], [-0.01, 0.00, 0.02], [0.00, 0.01, 0.00], [-0.01, 0.00, 0.00], [0.01, -0.01, 0.00], [0.00, 0.00, 0.00], [0.17, 0.23, -0.14], [-0.05, -0.10, 0.31], [0.02, -0.28, -0.21], [-0.05, 0.19, 0.00], [-0.01, -0.08, -0.03], [-0.05, -0.06, 0.03], [0.00, -0.02, 0.01], [0.01, 0.00, -0.02], [0.00, 0.00, 0.00], [0.01, 0.00, -0.01], [0.01, 0.05, 0.00], [0.00, 0.06, 0.01], [0.04, -0.03, -0.02], [-0.01, -0.03, 0.00], [-0.03, 0.04, 0.00], [0.08, -0.01, 0.01], [-0.03, -0.01, 0.06], [-0.02, 0.00, 0.00], [-0.02, 0.00, -0.07], [0.01, 0.01, 0.01], [0.00, 0.00, 0.00], [0.00, 0.00, 0.00], [0.00, 0.00, 0.00], [-0.01, 0.00, 0.02], [-0.03, -0.01, 0.00], [-0.01, 0.00, 0.00], [-0.01, 0.00, 0.00], [-0.01, -0.01, 0.01], [0.00, -0.02, -0.01], [-0.01, -0.02, -0.01], [-0.07, 0.00, 0.04], [-0.10, -0.03, 0.04], [0.04, 0.11, 0.02], [-0.05, -0.03, 0.02], [0.01, 0.02, -0.06], [0.21, -0.13, -0.03], [0.00, 0.04, 0.09], [0.01, 0.00, -0.01], [0.01, 0.01, -0.01], [0.01, 0.01, 0.00], [-0.02, 0.00, 0.00], [0.01, 0.02, 0.00], [-0.01, -0.01, 0.00], [-0.03, 0.02, 0.08], [0.00, 0.00, 0.00]], "orbital_gap_ev": [6.798, 6.828], "e_tot_ev": -146548.1498, "e_homo_ha": [-0.3627, -0.3627], "total_charge": 1, "multiplicity": 3, "lumo_energy_ha": [-0.113, -0.112], "relative_energy_kcal_mol": 17.0}